(1)
{"formula": "C15H13N5O4", "method": "wB97M-V/def2-TZVPD", "spin_multiplicity": 1, "gap_ev": 7.8, "de_lowest_kj_mol": 960.8, "symbols": ["C", "C", "C", "N", "N", "N", "C", "C", "C", "C", "C", "N", "O", "O", "C", "C", "C", "C", "C", "C", "N", "O", "O", "C", "H", "H", "H", "H", "H", "H", "H", "H", "H", "H", "H", "H", "H"], "coordinates": [[2.15, -1.84, 1.52], [1.64, -2.47, 0.47], [1.12, -1.74, -0.74], [-0.09, -0.98, -0.43], [-0.07, 0.31, -0.23], [1.05, 0.90, -0.36], [1.09, 2.24, -0.06], [0.22, 2.86, 0.85], [0.37, 4.19, 1.17], [1.37, 4.94, 0.59], [2.24, 4.33, -0.31], [3.29, 5.10, -0.92], [3.40, 6.27, -0.59], [4.02, 4.54, -1.72], [2.12, 2.99, -0.64], [-1.33, -1.61, -0.33], [-2.49, -0.84, -0.20], [-3.73, -1.44, -0.10], [-3.85, -2.82, -0.13], [-2.70, -3.58, -0.27], [-2.79, -5.02, -0.30], [-3.89, -5.51, -0.21], [-1.76, -5.64, -0.43], [-1.44, -2.99, -0.37], [2.50, -2.38, 2.39], [2.24, -0.77, 1.55], [1.56, -3.54, 0.46], [0.92, -2.42, -1.56], [1.85, -0.98, -1.05], [-0.56, 2.26, 1.31], [-0.31, 4.66, 1.87], [1.51, 5.99, 0.82], [2.80, 2.53, -1.33], [-2.40, 0.24, -0.18], [-4.61, -0.83, 0.00], [-4.81, -3.31, -0.06], [-0.59, -3.64, -0.46]]}

---

(2)
{"formula": "C15H14AgF3N5O6S", "method": "wB97M-V/def2-TZVPD", "spin_multiplicity": 1, "total_charge": -1, "gap_ev": 7.3, "symbols": ["Ag", "O", "C", "C", "C", "C", "C", "C", "C", "O", "N", "N", "C", "C", "C", "C", "C", "C", "N", "H", "H", "H", "H", "H", "H", "H", "H", "H", "H", "F", "C", "F", "F", "S", "O", "O", "O", "N", "C", "N", "O", "H", "H", "H", "H"], "coordinates": [[0.81, -0.39, -1.06], [-3.34, 2.81, 1.43], [-2.18, 3.14, 2.04], [-2.21, 3.96, 3.17], [-1.04, 4.33, 3.82], [0.18, 3.92, 3.31], [0.21, 3.13, 2.18], [-0.95, 2.71, 1.53], [-0.77, 1.83, 0.34], [0.35, 1.86, -0.24], [-1.80, 1.10, -0.08], [-1.47, 0.12, -0.90], [-2.32, -0.41, -1.72], [-1.89, -1.50, -2.56], [-2.80, -2.31, -3.27], [-2.32, -3.31, -4.08], [-0.95, -3.52, -4.17], [-0.12, -2.69, -3.42], [-0.56, -1.71, -2.66], [-4.07, 3.25, 1.89], [-3.16, 4.30, 3.55], [-1.10, 4.95, 4.70], [1.09, 4.22, 3.80], [1.15, 2.83, 1.75], [-3.36, -0.07, -1.80], [-3.86, -2.14, -3.15], [-3.01, -3.95, -4.63], [-0.55, -4.30, -4.79], [0.96, -2.83, -3.43], [5.61, -1.91, -0.40], [5.11, -1.06, -1.31], [5.57, 0.15, -0.99], [5.67, -1.39, -2.49], [3.21, -1.13, -1.35], [2.88, -0.02, -2.21], [2.94, -2.43, -1.89], [2.92, -0.95, 0.06], [0.84, -0.20, 2.08], [0.46, -1.48, 1.94], [0.33, -2.19, 3.12], [0.13, -1.99, 0.88], [1.17, 0.15, 2.96], [1.11, 0.27, 1.22], [0.94, -1.96, 3.88], [0.18, -3.18, 2.98]]}

---

(3)
{"formula": "C15H14AgF3N5O6S", "method": "wB97M-V/def2-TZVPD", "spin_multiplicity": 1, "total_charge": -1, "gap_ev": 7.3, "symbols": ["Ag", "O", "C", "C", "C", "C", "C", "C", "C", "O", "N", "N", "C", "C", "C", "C", "C", "C", "N", "H", "H", "H", "H", "H", "H", "H", "H", "H", "H", "F", "C", "F", "F", "S", "O", "O", "O", "N", "C", "N", "O", "H", "H", "H", "H"], "coordinates": [[-0.09, 0.89, -1.03], [-1.49, -2.07, 3.55], [-1.36, -3.12, 2.70], [-1.40, -4.43, 3.17], [-1.23, -5.50, 2.30], [-1.05, -5.28, 0.95], [-1.01, -3.98, 0.48], [-1.17, -2.89, 1.33], [-1.00, -1.54, 0.74], [-0.43, -1.47, -0.38], [-1.37, -0.51, 1.50], [-1.31, 0.68, 0.92], [-1.20, 1.73, 1.68], [-1.11, 3.02, 1.06], [-1.08, 4.19, 1.84], [-0.94, 5.41, 1.22], [-0.85, 5.46, -0.17], [-0.91, 4.26, -0.86], [-1.03, 3.08, -0.28], [-1.51, -2.38, 4.46], [-1.55, -4.61, 4.23], [-1.24, -6.51, 2.69], [-0.91, -6.11, 0.28], [-0.85, -3.77, -0.57], [-1.13, 1.64, 2.76], [-1.14, 4.10, 2.91], [-0.88, 6.32, 1.80], [-0.74, 6.40, -0.69], [-0.85, 4.24, -1.94], [4.21, -0.73, -0.84], [4.23, 0.59, -0.56], [4.75, 0.70, 0.68], [5.12, 1.13, -1.40], [2.50, 1.34, -0.76], [2.75, 2.75, -0.87], [2.10, 0.69, -2.00], [1.84, 0.91, 0.44], [0.47, -1.49, -3.15], [0.01, -0.36, -3.74], [0.47, -0.14, -5.02], [-0.89, 0.34, -3.29], [1.45, -1.70, -3.29], [0.17, -1.57, -2.18], [1.38, -0.51, -5.26], [0.25, 0.77, -5.40]]}

---

(4)
{"formula": "C15H14AlCl2F9PS", "method": "wB97M-V/def2-TZVPD", "spin_multiplicity": 1, "total_charge": -1, "gap_ev": 7.0, "symbols": ["C", "C", "Cl", "C", "Cl", "Al", "C", "C", "C", "F", "F", "C", "F", "F", "C", "F", "F", "C", "F", "F", "F", "P", "S", "C", "C", "C", "C", "C", "C", "H", "H", "H", "H", "H", "H", "H", "H", "H", "H", "H", "H", "H", "H"], "coordinates": [[4.60, 4.01, -0.22], [3.57, 2.88, 0.44], [4.08, 2.22, 2.12], [2.33, 2.42, -0.26], [2.00, 3.22, -1.94], [1.05, 0.96, 0.52], [-0.76, 1.25, -0.47], [-1.32, -0.09, -1.22], [-2.99, -0.22, -1.20], [-3.57, 1.14, -1.17], [-3.34, -0.80, -2.55], [-3.44, -1.21, 0.03], [-3.31, -2.63, -0.41], [-2.41, -1.03, 1.11], [-4.89, -0.84, 0.72], [-4.70, 0.29, 1.68], [-5.25, -2.03, 1.57], [-6.13, -0.65, -0.33], [-6.44, 0.81, -0.59], [-7.36, -1.16, 0.39], [-6.03, -1.44, -1.58], [0.59, 1.26, 2.79], [0.10, -0.41, 3.71], [1.95, -0.84, 0.08], [3.09, -0.85, -1.14], [3.90, -2.25, -1.52], [3.61, -3.67, -0.74], [2.47, -3.68, 0.45], [1.66, -2.27, 0.83], [5.21, 4.47, 0.67], [5.37, 3.41, -0.89], [4.04, 4.86, -0.81], [-0.69, 2.13, -1.28], [-1.55, 1.61, 0.33], [-1.04, 0.03, -2.38], [-0.81, -1.10, -0.89], [1.63, 1.92, 3.53], [-0.60, 2.11, 2.89], [3.38, 0.10, -1.76], [4.72, -2.25, -2.37], [4.18, -4.68, -0.96], [2.20, -4.64, 1.08], [0.88, -2.34, 1.70]]}

---

(5)
{"formula": "C15H14CdCl3NO", "method": "wB97M-V/def2-TZVPD", "spin_multiplicity": 1, "gap_ev": 8.1, "de_lowest_kj_mol": 0.0, "symbols": ["Cd", "C", "N", "C", "C", "C", "C", "C", "C", "C", "C", "H", "H", "H", "H", "H", "H", "H", "H", "H", "H", "H", "H", "Cl", "C", "C", "C", "Cl", "C", "O", "C", "Cl", "C", "H", "H"], "coordinates": [[-0.42, 0.54, 0.14], [2.96, 0.43, 0.71], [2.03, 0.15, -0.38], [2.37, -1.14, -0.97], [2.12, 1.19, -1.41], [0.99, 1.08, -2.41], [1.25, 1.13, -3.77], [0.21, 1.09, -4.68], [-1.10, 1.00, -4.23], [-1.35, 0.92, -2.86], [-0.32, 0.97, -1.94], [3.99, 0.48, 0.36], [2.88, -0.37, 1.46], [2.70, 1.38, 1.20], [3.41, -1.15, -1.33], [1.70, -1.35, -1.80], [2.25, -1.93, -0.22], [3.09, 1.15, -1.93], [2.05, 2.17, -0.91], [2.27, 1.19, -4.12], [0.41, 1.13, -5.74], [-1.91, 0.98, -4.93], [-2.38, 0.82, -2.53], [-4.18, -0.69, 6.11], [-3.21, -0.85, 4.69], [-2.33, 0.16, 4.33], [-1.59, 0.01, 3.18], [-0.53, 1.31, 2.72], [-1.66, -1.11, 2.33], [-1.00, -1.23, 1.23], [-2.54, -2.13, 2.79], [-2.63, -3.56, 1.84], [-3.30, -2.00, 3.93], [-2.23, 1.05, 4.94], [-3.97, -2.80, 4.22]]}

---

(6)
{"formula": "C15H14F2N2O5S", "method": "wB97M-V/def2-TZVPD", "spin_multiplicity": 1, "gap_ev": 8.7, "symbols": ["C", "O", "C", "C", "N", "C", "O", "C", "O", "N", "C", "C", "S", "C", "C", "C", "C", "F", "C", "F", "C", "C", "C", "O", "O", "H", "H", "H", "H", "H", "H", "H", "H", "H", "H", "H", "H", "H", "H"], "coordinates": [[-7.29, -0.33, 0.63], [-6.12, -1.09, 0.80], [-4.94, -0.35, 0.91], [-4.46, 0.23, -0.44], [-3.19, 0.89, -0.30], [-2.05, 0.42, -0.82], [-1.99, -0.58, -1.52], [-0.86, 1.23, -0.51], [-1.00, 2.30, 0.30], [0.19, 2.89, 0.48], [1.09, 2.22, -0.19], [2.52, 2.57, -0.13], [3.29, 1.80, 1.36], [2.97, 0.09, 0.95], [3.87, -0.64, 0.20], [3.58, -1.94, -0.16], [2.37, -2.51, 0.22], [2.08, -3.77, -0.13], [1.47, -1.78, 0.99], [0.30, -2.31, 1.37], [1.77, -0.48, 1.36], [0.47, 1.12, -0.87], [1.19, 0.16, -1.77], [2.35, 0.34, -2.05], [0.52, -0.88, -2.22], [-7.34, 0.13, -0.37], [-8.12, -1.03, 0.73], [-7.37, 0.45, 1.39], [-4.18, -1.05, 1.28], [-5.05, 0.47, 1.64], [-4.33, -0.59, -1.16], [-5.19, 0.94, -0.82], [-3.15, 1.71, 0.30], [2.66, 3.64, 0.02], [3.05, 2.20, -1.01], [4.80, -0.18, -0.12], [4.26, -2.53, -0.76], [1.07, 0.08, 1.97], [-0.46, -0.89, -1.99]]}

---

(7)
{"formula": "C15H14F4N5PtSe", "method": "wB97M-V/def2-TZVPD", "spin_multiplicity": 1, "total_charge": 3, "gap_ev": [4.6, 4.6], "symbols": ["Pt", "C", "N", "C", "C", "C", "N", "C", "C", "F", "C", "F", "C", "C", "F", "C", "F", "H", "H", "H", "H", "H", "H", "H", "H", "H", "H", "H", "Se", "N", "C", "C", "C", "C", "N", "C", "N", "H", "H", "H"], "coordinates": [[0.02, 0.25, -0.59], [-2.36, 1.60, -1.93], [-2.15, 1.15, -0.57], [-2.20, 2.22, 0.41], [-2.87, -0.07, -0.24], [-2.31, -0.76, 1.02], [-0.89, -0.56, 1.15], [-0.22, -0.89, 2.27], [1.06, -0.31, 2.49], [1.49, 0.57, 1.56], [1.84, -0.58, 3.62], [2.99, 0.01, 3.76], [1.38, -1.47, 4.59], [0.12, -2.05, 4.43], [-0.35, -2.87, 5.32], [-0.68, -1.77, 3.30], [-1.85, -2.36, 3.17], [-3.40, 1.89, -2.10], [-2.11, 0.82, -2.65], [-1.76, 2.49, -2.13], [-3.21, 2.63, 0.49], [-1.56, 3.05, 0.11], [-1.90, 1.88, 1.40], [-2.81, -0.74, -1.10], [-3.94, 0.14, -0.06], [-2.56, -1.83, 0.95], [-2.82, -0.40, 1.92], [1.98, -1.71, 5.46], [1.26, -3.03, -2.98], [2.55, -2.23, -3.76], [2.68, -0.96, -3.43], [3.62, 0.03, -3.80], [3.46, 1.29, -3.28], [2.44, 1.58, -2.35], [1.59, 0.66, -1.95], [1.68, -0.58, -2.47], [0.83, -1.54, -2.10], [4.46, -0.23, -4.44], [4.13, 2.09, -3.57], [2.35, 2.58, -1.95]]}

---

(8)
{"formula": "C15H14FN2O7P2Zn", "method": "wB97M-V/def2-TZVPD", "spin_multiplicity": 1, "total_charge": -1, "gap_ev": 8.1, "de_lowest_kj_mol": 0.8, "symbols": ["Zn", "O", "P", "O", "O", "O", "P", "O", "O", "O", "H", "H", "N", "C", "C", "C", "C", "C", "C", "C", "C", "N", "C", "H", "H", "H", "H", "H", "H", "H", "H", "F", "C", "C", "C", "C", "C", "C", "H", "H", "H", "H"], "coordinates": [[0.66, -0.46, 0.60], [3.60, 1.86, -0.14], [3.09, 1.42, 1.33], [4.13, 1.68, 2.33], [2.50, 0.02, 1.21], [1.82, 2.42, 1.59], [0.51, 2.63, 0.69], [0.96, 3.73, -0.40], [-0.61, 3.11, 1.52], [0.33, 1.37, -0.15], [2.93, 1.65, -0.81], [0.88, 4.61, -0.02], [-2.25, 0.22, 0.58], [-2.64, 0.06, 1.90], [-3.97, -0.03, 2.25], [-4.37, -0.20, 3.59], [-3.45, -0.26, 4.59], [-2.07, -0.20, 4.27], [-1.07, -0.26, 5.27], [0.24, -0.21, 4.91], [0.57, -0.15, 3.55], [-0.32, -0.09, 2.59], [-1.65, -0.07, 2.93], [-3.02, 0.43, -0.04], [-1.47, 0.84, 0.42], [-4.72, 0.07, 1.48], [-5.43, -0.25, 3.82], [-3.74, -0.37, 5.63], [-1.38, -0.34, 6.31], [1.03, -0.25, 5.65], [1.61, -0.15, 3.23], [0.01, -6.23, -1.37], [0.14, -4.95, -0.95], [1.40, -4.45, -0.70], [1.51, -3.13, -0.27], [0.40, -2.30, -0.08], [-0.85, -2.87, -0.34], [-1.00, -4.18, -0.78], [2.27, -5.08, -0.85], [2.51, -2.74, -0.07], [-1.74, -2.27, -0.21], [-1.97, -4.62, -0.98]]}